# 1
Here is a molecular structure, C59H80F3Ge2N3PRbS from the Open Molecules 2025 dataset. Energies are from ωB97M-V/def2-TZVPD.

Strongest force on any atom: 0.6 eV Å⁻¹
Kohn-Sham gap: 0.17210 hartree

Structure (ORCA input):
```
! RIJCOSX wB97M-V def2-TZVPD def2/J DEFGRID3
* xyz -2 1
Rb -0.274 1.429 0.143
C 2.109 -3.549 4.449
C 1.489 -2.362 3.700
Ge 0.576 -2.613 1.899
C 1.701 -3.963 0.833
C 2.400 -5.158 1.498
C -0.798 -3.999 2.458
C -1.907 -4.222 1.726
Ge -2.341 -3.040 0.208
C -3.150 -1.395 0.968
C -2.707 -0.977 2.376
C -3.853 -3.801 -0.862
C -5.161 -4.157 -0.134
C -2.945 -5.199 2.163
C -3.956 -4.809 3.048
C -4.915 -5.712 3.489
C -4.885 -7.033 3.056
C -3.886 -7.435 2.179
C -2.930 -6.528 1.738
H 2.444 -3.269 5.457
H 2.978 -3.945 3.921
H 1.398 -4.375 4.559
H 2.240 -1.575 3.577
H 0.709 -1.908 4.323
H 2.425 -3.413 0.217
H 0.954 -4.350 0.130
H 3.284 -4.850 2.058
H 2.732 -5.899 0.758
H 1.731 -5.673 2.196
H -0.707 -4.596 3.380
H -4.231 -1.562 0.957
H -2.951 -0.582 0.271
H -2.727 -1.820 3.071
H -3.341 -0.179 2.781
H -1.677 -0.616 2.366
H -3.489 -4.674 -1.416
H -4.064 -3.031 -1.615
H -5.045 -5.030 0.509
H -5.968 -4.374 -0.843
H -5.501 -3.334 0.505
H -3.978 -3.778 3.387
H -5.687 -5.382 4.174
H -5.625 -7.742 3.407
H -3.848 -8.464 1.840
H -2.155 -6.845 1.048
C -0.602 4.479 -1.053
C -0.398 5.167 0.273
C -0.453 6.578 0.383
C -0.267 7.154 1.604
C -0.024 6.352 2.743
C 0.181 6.909 4.027
C 0.443 6.064 5.074
C 0.503 4.672 4.899
C 0.292 4.052 3.666
S 0.340 2.346 3.463
C 0.026 4.944 2.545
N -0.167 4.401 1.309
H -0.727 5.199 -1.863
H -1.482 3.834 -1.018
H 0.253 3.841 -1.292
H -0.627 7.183 -0.500
H -0.295 8.234 1.719
H 0.129 7.984 4.161
H 0.615 6.480 6.062
H 0.717 4.028 5.743
N -3.326 2.261 0.472
C -4.475 2.161 0.575
N -5.796 2.042 0.697
C -6.451 2.455 1.940
C -6.661 1.263 2.885
C -6.821 -0.038 2.082
C -7.469 0.238 0.725
C -6.520 1.073 -0.143
H -7.410 2.902 1.671
H -5.848 3.228 2.406
H -7.547 1.452 3.496
H -5.809 1.172 3.561
H -7.405 -0.763 2.650
H -5.840 -0.479 1.914
H -8.416 0.768 0.869
H -7.695 -0.693 0.204
H -7.068 1.597 -0.930
H -5.783 0.429 -0.621
F 5.329 0.982 -7.576
C 4.130 0.472 -7.942
F 4.363 -0.830 -8.227
F 3.804 1.067 -9.109
C 3.090 0.649 -6.894
C 3.263 0.032 -5.658
C 2.325 0.202 -4.660
C 1.186 1.005 -4.852
C 1.018 1.587 -6.116
C 1.958 1.418 -7.120
C 0.278 1.253 -3.781
C -0.460 1.524 -2.828
H 4.146 -0.572 -5.480
H 2.466 -0.268 -3.695
H 0.139 2.194 -6.289
H 1.814 1.887 -8.085
C 3.129 4.277 0.606
C 4.066 3.082 0.836
C 3.934 2.660 2.304
C 5.499 3.524 0.540
P 3.353 1.717 -0.264
C 3.901 2.326 -1.918
C 2.916 2.963 -2.675
C 3.206 3.527 -3.914
C 4.489 3.443 -4.431
C 5.479 2.792 -3.701
C 5.189 2.249 -2.457
C 4.286 0.103 0.037
C 5.760 0.147 0.438
C 3.500 -0.587 1.164
C 4.114 -0.746 -1.230
H 3.447 5.117 1.236
H 2.102 4.028 0.888
H 3.143 4.608 -0.437
H 4.094 3.534 2.946
H 4.671 1.901 2.581
H 2.935 2.278 2.535
H 5.785 4.286 1.275
H 5.581 3.972 -0.452
H 6.218 2.707 0.609
H 1.894 2.981 -2.312
H 2.415 4.001 -4.484
H 4.717 3.862 -5.405
H 6.482 2.707 -4.103
H 5.979 1.755 -1.907
H 5.911 0.705 1.363
H 6.404 0.573 -0.334
H 6.098 -0.881 0.618
H 3.519 -0.012 2.091
H 3.927 -1.576 1.370
H 2.452 -0.736 0.894
H 4.634 -0.325 -2.093
H 3.053 -0.843 -1.484
H 4.503 -1.754 -1.045
C -0.416 -4.644 -2.380
C -1.113 -3.294 -2.542
C -0.466 -2.482 -3.664
C -1.080 -2.506 -1.228
H -0.530 -5.262 -3.278
H -0.826 -5.199 -1.528
H 0.654 -4.501 -2.194
H -2.151 -3.491 -2.830
H 0.583 -2.270 -3.424
H -0.960 -1.517 -3.795
H -0.493 -3.022 -4.618
H -0.066 -2.499 -0.821
H -1.351 -1.459 -1.421
*
```

---

# 2
Here is a molecular structure, C59H86F6N14O15S6Zr in a non-equilibrium geometry from the Open Molecules 2025 dataset. Energies are from ωB97M-V/def2-TZVPD.

Strongest force on any atom: 15.7 eV Å⁻¹
Kohn-Sham gap: 0.06808 hartree

Structure (ORCA input):
```
! RIJCOSX wB97M-V def2-TZVPD def2/J DEFGRID3
* xyz 6 1
Zr 6.412 8.418 -4.903
C 9.571 4.199 -1.440
C 11.059 4.473 -1.835
C 11.644 5.169 -0.541
C 13.183 5.290 -0.627
C 13.768 3.798 -0.982
C 13.163 3.022 -2.208
N 11.726 3.160 -2.152
O 11.082 2.318 -3.155
C 13.662 1.502 -2.047
C 13.877 3.622 -3.503
C 11.041 5.570 -2.922
H 9.035 3.623 -2.195
H 9.097 5.138 -1.154
H 9.372 3.512 -0.618
H 11.224 4.683 0.339
H 11.402 6.228 -0.453
H 13.573 5.428 0.382
H 13.540 6.116 -1.243
H 13.663 3.196 -0.080
H 14.844 3.864 -1.146
H 13.349 0.941 -2.928
H 13.260 1.042 -1.145
H 14.748 1.483 -1.948
H 13.705 4.689 -3.649
H 13.630 2.972 -4.342
H 14.962 3.640 -3.407
H 11.937 6.162 -2.735
H 10.249 6.315 -2.837
H 10.980 5.092 -3.900
O 4.713 6.984 -4.762
C 5.126 5.743 -4.197
C 6.714 5.467 -4.311
O 7.593 6.586 -4.493
H 4.654 4.839 -4.582
H 4.732 5.851 -3.187
H 6.916 4.827 -5.170
H 6.959 5.005 -3.354
C 6.091 4.686 -0.162
C 5.816 5.669 0.958
N 4.839 5.117 1.925
C 4.935 5.098 3.291
C 3.794 4.393 3.770
N 2.992 4.106 2.685
C 3.668 4.472 1.539
C 1.730 3.539 2.701
H 5.143 4.305 -0.542
H 6.662 3.781 0.046
H 6.472 5.109 -1.091
H 5.359 6.561 0.531
H 6.680 5.884 1.587
H 5.899 5.328 3.722
H 3.401 4.128 4.741
H 3.318 4.390 0.521
H 1.025 4.254 3.126
H 1.703 2.691 3.386
H 1.334 3.270 1.722
C -1.046 3.280 -6.965
C -0.888 4.508 -6.039
N 0.067 5.458 -6.570
C 1.360 5.610 -6.083
C 1.966 6.638 -6.744
N 1.012 7.194 -7.646
C -0.146 6.351 -7.571
C 1.286 8.300 -8.519
H -1.379 2.360 -6.486
H -0.077 2.941 -7.330
H -1.674 3.573 -7.805
H -0.632 4.332 -4.994
H -1.822 5.062 -5.944
H 1.683 4.887 -5.348
H 2.966 7.004 -6.566
H -1.064 6.436 -8.134
H 0.940 8.013 -9.511
H 2.345 8.511 -8.671
H 0.848 9.190 -8.067
C 7.548 1.973 -5.753
N 8.480 2.103 -6.851
C 9.709 2.562 -6.679
C 10.642 2.569 -7.695
C 10.387 2.161 -8.960
C 9.015 1.759 -9.181
C 8.060 1.717 -8.114
C 11.471 2.074 -10.084
C 11.109 1.718 -11.425
C 12.037 1.170 -12.347
N 13.377 1.273 -11.983
C 13.758 1.828 -10.823
C 12.823 2.218 -9.885
C 14.363 1.021 -13.019
H 7.960 2.388 -4.833
H 7.246 0.931 -5.643
H 6.690 2.608 -5.972
H 9.933 2.868 -5.668
H 11.588 3.024 -7.442
H 8.646 1.394 -10.128
H 7.082 1.305 -8.314
H 10.059 1.729 -11.679
H 11.711 0.811 -13.312
H 14.824 1.956 -10.704
H 13.291 2.666 -9.020
H 13.740 0.608 -13.812
H 15.185 0.406 -12.653
H 14.720 1.981 -13.392
C 5.796 3.494 -11.857
N 6.748 4.241 -11.067
C 6.373 4.756 -9.907
C 7.236 5.375 -9.048
C 8.595 5.563 -9.456
C 8.990 5.047 -10.693
C 8.033 4.343 -11.442
C 9.621 6.197 -8.559
C 9.497 6.229 -7.187
C 10.403 6.803 -6.347
N 11.599 7.346 -6.832
C 11.724 7.345 -8.190
C 10.775 6.804 -9.019
C 12.636 7.995 -5.959
H 5.898 2.427 -11.655
H 5.984 3.735 -12.903
H 4.795 3.865 -11.638
H 5.340 4.673 -9.604
H 6.743 5.815 -8.193
H 9.993 5.280 -11.019
H 8.256 3.890 -12.396
H 8.627 5.868 -6.660
H 10.307 6.696 -5.277
H 12.705 7.538 -8.599
H 10.963 6.698 -10.078
H 13.322 8.425 -6.689
H 13.051 7.255 -5.275
H 12.187 8.809 -5.389
C -4.560 -0.766 -5.105
N -3.096 -0.529 -4.889
C -2.752 0.774 -4.623
C -1.426 1.176 -4.334
C -0.432 0.157 -4.401
C -0.831 -1.159 -4.766
C -2.170 -1.518 -4.995
C 0.995 0.522 -4.087
C 1.694 -0.360 -3.251
C 2.982 0.012 -2.747
N 3.563 1.200 -3.258
C 2.951 1.944 -4.220
C 1.631 1.627 -4.595
C 4.872 1.578 -2.798
H -4.885 -1.796 -5.251
H -4.710 -0.265 -6.062
H -5.137 -0.242 -4.344
H -3.588 1.458 -4.620
H -1.222 2.183 -4.002
H -0.107 -1.959 -4.808
H -2.357 -2.556 -5.225
H 1.240 -1.276 -2.903
H 3.448 -0.535 -1.940
H 3.544 2.750 -4.625
H 1.094 2.165 -5.362
H 4.878 2.641 -2.554
H 5.483 1.470 -3.694
H 5.170 1.052 -1.891
N 1.092 5.275 -0.002
S -0.340 5.181 0.129
O -0.903 3.846 0.166
O -1.209 6.201 -0.503
F -0.453 5.548 1.694
S 1.063 4.994 -1.615
O 0.626 6.060 -2.495
O 0.852 3.642 -2.049
F 2.708 5.103 -1.754
N 6.350 8.832 -2.861
S 7.320 8.814 -1.563
O 7.596 7.512 -0.952
O 7.547 10.044 -0.737
F 8.651 8.968 -2.502
S 5.028 9.361 -1.809
O 4.763 10.794 -1.824
O 4.662 8.631 -0.634
F 3.884 8.972 -2.851
N 4.616 1.657 -6.882
S 3.728 2.624 -7.920
O 2.316 2.650 -7.584
O 4.122 2.657 -9.327
F 4.149 4.009 -7.330
S 3.974 0.429 -7.384
O 4.303 0.075 -8.735
O 2.693 -0.048 -6.780
F 5.056 -0.515 -6.670
*
```

---

The highest strongest force on any atom belongs to which entry?
C59H86F6N14O15S6Zr